# C21H20Br2MnN6O2S

A molecular structure, C21H20Br2MnN6O2S (ωB97M-V with the def2-TZVPD basis set, the Open Molecules 2025 dataset).

Last column: Mulliken spin population.
Cartesian coordinates (Å):
Mn 0.49 0.25 0.72  4.83
O 4.44 1.56 0.93  0.01
C 3.24 1.28 0.98  0.02
N 2.55 0.24 0.52  0.08
C 3.03 -0.78 -0.30  0.00
C 4.33 -0.88 -0.78  -0.01
C 4.68 -1.91 -1.64  0.00
C 3.74 -2.85 -2.04  0.00
C 2.43 -2.76 -1.57  0.00
C 2.07 -1.74 -0.71  0.05
N 0.79 -1.59 -0.16  -0.03
C -0.22 -2.43 -0.20  -0.05
O -0.43 -3.44 -0.90  0.02
C -1.33 -2.06 0.81  0.01
C -2.37 -2.96 1.01  0.00
C -3.33 -2.66 1.96  0.01
C -3.23 -1.47 2.68  -0.01
C -2.16 -0.63 2.43  0.01
N -1.23 -0.91 1.51  0.07
C 2.33 2.32 1.66  0.01
C 2.91 3.44 2.24  0.00
C 2.10 4.39 2.83  0.01
C 0.72 4.22 2.82  0.00
C 0.21 3.09 2.21  0.00
N 0.99 2.16 1.65  -0.04
H 5.05 -0.14 -0.46  0.00
H 5.70 -1.98 -2.00  0.00
H 4.02 -3.65 -2.71  0.00
H 1.69 -3.49 -1.86  0.00
H -2.38 -3.86 0.43  0.00
H -4.15 -3.34 2.14  0.00
H -3.96 -1.20 3.44  0.00
H -2.05 0.30 2.97  -0.01
H 3.99 3.52 2.21  0.00
H 2.54 5.27 3.29  0.00
H 0.05 4.95 3.26  0.00
H -0.86 2.92 2.15  0.00
Br 0.11 4.39 -1.32  0.00
C 1.42 3.68 -2.55  0.00
Br 1.67 1.78 -2.37  0.01
H 2.36 4.17 -2.33  0.00
H 1.07 3.89 -3.55  0.00
C -5.30 -1.16 -1.65  0.00
N -4.20 -0.24 -1.51  0.00
C -2.91 -0.53 -1.75  0.01
N -2.64 -1.76 -2.21  0.00
S -1.72 0.64 -1.54  0.00
H -6.22 -0.67 -1.33  0.00
H -5.16 -2.05 -1.02  0.00
H -5.44 -1.48 -2.69  0.00
H -4.37 0.70 -1.19  0.00
H -3.35 -2.48 -2.24  0.00
H -1.68 -2.07 -2.25  0.00

Computed properties:
Spin multiplicity ... 6
Total energy ... -7988.60480 Ha